# C42H57F3N6

A cluster of 9 separate species, C42H57F3N6 in total in a non-equilibrium geometry (ωB97M-V/def2-TZVPD, OMol25).

Each line ends with the Mulliken charge.
CARTESIAN COORDINATES (ANGSTROEM)
H -5.74 -4.24 1.11  0.37
H 3.75 -5.10 0.91  0.37
C -1.26 4.15 0.03  0.25
H 4.16 1.54 1.79  -0.78
H 0.91 2.81 0.30  -0.41
C 3.62 4.76 -0.14  -0.10
H -4.08 -1.90 -8.07  0.38
F -0.46 4.95 -0.64  -0.43
H -3.29 -0.60 -6.17  0.42
C -4.81 -1.21 0.35  0.28
H 2.25 0.74 -4.55  0.48
H -3.42 -2.04 -4.23  -0.04
C 5.70 0.04 1.48  -0.12
C -1.42 -0.35 4.20  0.42
H 2.76 -4.85 3.23  0.41
C -0.86 -0.64 -0.40  0.35
C -0.38 2.89 -4.64  -0.65
H 7.12 -1.18 2.66  0.31
H 5.84 0.41 0.46  0.34
H -2.04 -2.02 0.68  0.06
C -5.53 -3.44 0.41  -0.36
N -0.48 -3.90 3.56  -0.48
H -3.33 1.61 2.08  0.24
H -1.17 0.06 3.22  -0.22
C -5.50 -2.33 -1.66  0.74
C 1.87 2.24 -3.08  -0.48
H 1.62 -4.19 2.05  0.21
C -3.03 2.54 0.14  -0.31
H -0.45 -2.20 1.21  0.06
C -5.78 -3.46 -0.96  -0.80
H 2.75 2.03 -2.48  0.54
C -1.18 4.10 1.39  0.07
H -4.33 -3.16 -6.95  0.32
H 5.04 -0.82 1.43  -0.04
H 4.57 -3.87 1.72  0.26
H 7.99 -0.41 1.32  0.35
H 4.59 0.66 3.26  0.27
C -2.34 -3.65 -4.79  0.24
H -1.78 -0.39 -0.93  0.36
H -0.62 0.05 0.40  -0.36
H -1.95 1.43 5.22  0.38
C 2.24 3.70 1.68  -0.66
F 0.23 1.12 -6.22  -0.38
H -2.82 -3.21 -7.79  0.36
N 6.56 3.18 2.95  -0.53
H -1.30 3.23 -5.11  0.43
H 2.83 -2.00 2.50  -0.26
C 2.64 -2.73 3.28  0.91
H -0.45 4.69 1.92  0.67
H 1.64 -2.61 3.70  -0.10
C 1.55 1.51 -4.25  -0.30
C -0.16 3.57 -3.43  -0.88
H 3.10 3.51 2.32  0.46
H -2.89 -1.68 3.52  -0.12
C -5.10 -1.13 -1.01  -0.67
C 2.58 -4.03 2.54  -0.50
N 4.80 -2.57 4.91  -0.53
C -1.92 3.23 2.13  -0.44
H -3.66 1.79 -0.31  0.35
H 1.57 1.49 1.28  0.58
H -2.52 0.05 5.91  0.46
C 5.86 2.25 2.74  0.12
C -2.87 -1.60 -6.29  -0.50
N 2.64 -1.19 -0.31  -0.61
C 2.48 4.92 0.76  0.08
C -1.02 -1.95 0.32  -1.03
H 1.36 3.81 2.32  0.26
C -4.95 -2.37 1.08  -0.57
H 2.77 5.79 1.36  0.59
H -1.76 -1.66 -4.51  -0.09
C 7.15 -0.31 2.00  -1.19
C 1.78 2.48 0.87  -0.45
H 0.23 0.55 -1.68  -0.41
H 3.26 -3.42 0.61  0.19
C 3.89 -2.65 4.20  0.08
C -2.83 2.38 1.52  -0.68
H -4.70 -2.36 2.13  0.36
H -3.30 0.71 4.34  0.26
H -4.89 -0.27 -1.63  0.43
C -3.54 -2.52 -7.35  -1.31
H -0.43 -0.36 4.65  0.41
H -1.82 3.08 3.20  0.34
H -0.01 -1.19 -2.24  0.33
C -2.03 -1.80 4.17  -0.12
H -2.36 -2.11 5.16  0.51
C 1.01 3.24 -2.66  -0.08
H -0.87 -2.73 -0.43  0.45
C 3.57 -4.13 1.37  -1.06
H 7.53 0.41 2.73  0.30
H -4.47 -0.34 0.89  0.15
H -0.63 4.51 -3.16  0.60
H -6.12 -4.34 -1.49  0.43
C 1.60 -0.88 -0.80  0.22
C 4.99 1.12 2.35  0.93
C -2.40 0.48 4.91  -1.55
C -2.60 -2.22 -4.92  0.53
H 1.23 3.81 -1.76  0.43
H 2.57 2.14 0.20  0.31
N 4.56 4.63 -0.84  -0.55
C 0.48 1.89 -5.03  0.25
C -1.14 -2.99 3.82  0.12
H -2.42 3.43 -1.68  0.46
C 0.30 -0.51 -1.44  0.61
H -1.93 -1.39 -6.81  0.20
F -5.64 -2.26 -2.95  -0.38
C -2.27 3.40 -0.61  -0.53
N -2.12 -4.78 -4.64  -0.50
H 1.65 5.18 0.10  -0.10

frontier orbital gap	0.3663	Eh
energy above the lowest of the compared OMol25 structures with the same formula, charge and spin	12.9	kcal per mole
largest force on an atom	0.0888	Eh/bohr
HOMO	-10.0	eV
energy	-2262.54914	Ha
LUMO	0.005	eV